Density functional theory data (ωB97M-V with the def2-TZVPD basis set) for C26H31AsN3O11OsP as an isolated structure.

Summary:
- Energy above the lowest of the compared OMol25 structures with the same formula, charge and spin: 0.000 eV
- Total charge: +2
- Gap between HOMO and LUMO (alpha / beta): 6.50 / 4.26 eV
- Multiplicity: 5

Last column: Mulliken charge in e.
Geometry (Å):
H 0.20525 1.77247 -4.91980  0.339
O -1.45599 -1.63406 0.37246  -1.087
C -3.38376 -2.64586 -2.88779  -0.633
H 1.07748 0.19708 -5.03645  0.370
H -2.26368 4.50912 -1.18895  0.470
H 0.25667 -2.67161 2.97052  0.507
O 0.17956 -5.25002 -4.32031  -0.572
H 0.31334 -3.92122 -2.50346  0.568
H -2.08129 2.84710 2.08742  0.249
C 1.34841 -2.46114 3.04510  -0.106
H 3.40786 0.26275 3.02622  0.658
H 2.28942 1.80836 6.65521  0.418
H 5.08099 -1.62473 3.10259  0.478
O -0.13234 0.06276 -2.25456  -0.503
O -0.45984 -0.24659 2.62394  -0.763
H 1.97308 1.65437 -5.08726  0.422
H 1.92086 -4.53821 3.41017  0.442
H 1.24024 4.09116 6.28448  0.410
H -0.69915 -1.00888 2.04004  0.276
H -4.28860 3.15219 -1.29886  0.449
C -1.53796 -3.81570 -3.73364  -0.453
C 1.10381 1.31000 3.54767  -0.599
H 2.94218 -0.32507 -1.03538  0.200
H -3.63159 1.94145 1.61289  0.351
H 2.52301 -1.44007 -2.43120  0.281
C 1.40256 0.63169 1.14612  -0.811
C 1.28808 3.37360 5.47497  -0.704
P -2.18339 2.17323 -0.27620  1.275
N -4.77781 -2.38033 -3.09238  0.970
H -4.53513 1.41088 -0.96196  0.377
H 3.22364 2.41791 -1.84951  0.393
C -1.48747 3.70867 -1.04871  -1.224
C -2.83390 2.70153 1.31945  -1.131
C 2.27735 -3.48260 3.21548  -0.793
O -1.40425 -4.84842 -5.79956  -0.554
C 4.01904 -1.78597 3.09599  -1.051
H -0.70179 4.06069 -0.43012  0.399
C -2.54790 -2.04301 -1.89856  1.157
C 1.11613 1.19611 -4.60793  -1.034
H 1.76678 2.62939 -0.83953  0.022
C -0.76505 -3.55199 -2.57732  -0.480
H -3.54606 -3.78264 -4.65751  0.656
H -1.05774 3.55604 -2.12178  0.246
C 2.13166 2.59713 -1.86820  -0.701
Os -1.17100 0.17510 -0.49186  1.281
As 1.40577 0.85351 -2.61944  0.577
C -3.73853 2.14554 -1.29234  -1.363
O -2.74143 -0.74750 -1.58765  -0.870
H 0.35330 2.88945 2.27170  0.501
N -0.71647 -2.33968 -0.54950  0.988
C 1.78685 -1.13329 2.90058  -0.211
C 0.95723 0.04936 2.58745  3.038
O 2.41470 1.24312 1.02188  -0.477
N -0.83429 -4.68951 -4.71614  0.993
C 0.71404 2.60394 3.26899  -0.011
C 3.13649 -0.78070 3.01589  -0.170
C 2.78331 -0.40723 -2.06429  -1.003
H 4.38084 -3.93789 3.05944  0.466
C -1.40406 -2.75721 -1.63260  0.114
C 0.67680 3.58274 4.24084  -0.742
H 1.62010 -0.04391 5.06033  0.398
O -5.21460 -1.42521 -2.42173  -0.529
C 1.70060 2.01422 5.77867  -0.806
O 0.44450 -2.63405 -0.34288  -0.624
H 1.69555 3.44352 -2.40156  0.437
H -3.53185 1.71084 -2.29681  0.357
O -5.40657 -3.08271 -3.90686  -0.584
H 3.72969 -0.18337 -2.52872  0.449
H -3.45162 3.62645 1.12840  0.446
C -2.89533 -3.44020 -3.85044  -0.139
C 3.62426 -3.14054 3.14155  -0.400
H 0.19451 4.52463 4.00858  0.435
O 0.67474 0.23867 0.09733  0.563
C 1.49977 1.03433 4.81744  -0.303

Density functional theory data (ωB97M-V with the def2-TZVPD basis set) for C26H31BF4IrN4OS as an isolated structure.

Summary:
- Energy above the lowest of the compared OMol25 structures with the same formula, charge and spin: 1.012 eV
- Gap between HOMO and LUMO (alpha / beta): 5.59 / 5.82 eV
- Multiplicity: 2

Last column: Mulliken charge in e.
Geometry (Å):
C 4.13232 -0.90131 1.12265  -1.524
C 1.90649 -0.00265 2.80026  0.372
H 1.74377 -1.54189 -2.44158  0.484
H -3.72073 -3.60820 -2.08022  0.307
H 1.49669 0.36242 3.74512  0.383
C -0.07386 -1.73660 -1.32492  -0.575
H 3.33911 -1.33867 3.72260  0.558
H -4.24861 4.25683 3.81283  0.404
H -0.90129 -4.68842 -3.62519  0.303
C 1.29930 -0.57564 0.42968  1.420
H 2.53820 1.97340 2.18065  0.366
H -3.00994 -4.55388 -0.77833  0.347
N 0.15935 -0.59327 -0.51064  0.153
N -1.61613 2.73739 -4.72835  -0.442
H 1.78388 -2.09087 3.37082  0.490
H 1.92138 1.39940 -0.21185  0.288
C 3.50924 0.48508 0.94476  0.454
C -3.83668 3.49450 3.16697  -0.757
H -2.63662 0.31376 3.25676  0.434
H -3.94550 4.69550 1.40298  0.379
C -3.10513 2.77348 0.97538  0.584
C 0.52944 -3.16656 -3.16141  0.444
F 1.62041 3.85419 1.09368  -0.338
H -0.84391 2.44083 -5.29790  0.211
C 1.93063 -1.96124 0.62461  -1.599
C 2.52928 -1.38566 2.98887  -1.595
C -1.57808 -3.49546 -1.98641  0.277
B 0.28060 3.56645 1.26749  0.170
N -2.38654 2.94714 -2.58787  -1.250
C -0.66821 -3.85229 -2.97521  -0.783
F -0.09071 2.64920 0.13797  -0.413
H -1.96273 -2.09386 -0.39038  0.695
H 1.63217 -2.72268 -4.95088  0.328
H 4.96609 -0.84615 1.82843  0.536
H 1.11229 -4.40430 -4.82245  0.379
F 0.03909 2.86058 2.43801  -0.356
H -3.59807 2.04693 4.73890  0.397
O -2.17727 0.54861 0.78793  -0.978
H -1.98663 3.65617 -4.90879  0.260
H -0.00788 -0.78654 2.13406  0.351
H 1.16346 -2.66495 0.96554  0.398
C -1.64393 2.32348 -3.43143  0.685
H -3.46370 4.01377 -0.77710  0.413
C 2.96596 0.97709 2.28972  -1.272
C -1.27731 -2.41567 -1.16581  -0.113
H 2.32617 -2.34741 -0.31456  0.466
N -2.34278 2.42356 -1.30198  0.659
C 3.07090 -1.87435 1.64445  0.491
C -2.98153 3.10850 -0.42122  0.063
S -0.70232 0.87211 -3.06283  -0.574
F -0.53400 4.67151 1.14087  -0.338
C -3.66418 3.73828 1.82436  -0.707
H 4.53609 -1.26333 0.17114  0.520
H 2.74659 0.07460 -1.04733  0.417
C -2.72261 1.53313 1.51187  0.566
C 0.82890 -2.10779 -2.31581  0.352
H -2.90262 -5.12836 -2.44496  0.369
C 1.48498 -3.55176 -4.25706  -1.550
H 0.29956 0.89310 1.68336  -0.358
C -3.46936 2.25098 3.68368  -0.545
C 2.36906 0.41478 -0.07710  -1.289
C -2.87260 -4.24146 -1.81398  -1.556
H 3.50869 -2.86929 1.76084  0.269
C -2.93410 1.27830 2.86779  -0.330
H 4.25866 1.18717 0.57222  0.350
C 0.76087 -0.08725 1.78883  -0.982
H 2.46232 -3.81535 -3.84989  0.339
Ir -1.13091 0.84702 -0.82566  1.483
H 3.78449 1.04389 3.01302  0.613

Density functional theory data (ωB97M-V with the def2-TZVPD basis set) for a 7-piece molecular cluster, C26H31Br8N3O6 overall.

Summary:
- Energy above the lowest of the compared OMol25 structures with the same formula, charge and spin: 0.396 eV
- Gap between HOMO and LUMO: 9.20 eV
- Multiplicity: 1

Last column: Mulliken charge in e.
Geometry (Å):
H -2.51446 4.08187 1.65443  0.127
H -4.01347 4.06140 2.49699  0.421
C -0.86386 -5.26935 2.09283  -0.478
C -1.43557 -0.81299 -6.00807  0.136
C -0.76337 1.56365 -7.23303  -0.554
H -0.46052 2.48354 -7.71176  0.389
Br -0.78546 -7.61341 0.38228  -0.113
Br 1.28795 4.45353 -1.86519  -0.200
H -0.12016 -7.16526 -4.83436  0.365
H -1.53386 -8.16710 -2.32868  0.136
C 3.63055 3.06759 7.64597  -0.383
H -2.80152 -1.11918 -7.65067  0.454
N 0.38933 1.07665 1.53364  0.817
C 1.48642 4.95534 0.02967  -0.053
N -1.80567 -2.08221 -5.36148  0.912
N 3.94861 5.40942 4.80073  0.950
H -1.85580 -0.75160 -2.01021  0.512
C -0.39422 -5.73416 0.75223  -0.435
C 0.83427 -1.20713 0.74095  -0.763
H 3.96381 2.97269 8.67174  0.364
H -1.94727 -5.30700 2.16448  0.411
C 0.10824 -0.03977 0.63676  0.238
H -1.43282 1.04172 -0.37849  0.356
H 1.98583 3.59850 4.20475  0.536
H 0.79267 6.91593 -0.35385  0.437
H 0.80846 -7.72590 -3.42372  0.402
O -2.57958 -2.81371 -5.93488  -0.604
C 0.50926 -2.26944 -0.10410  -0.100
C 3.53418 4.24243 5.59926  0.239
Br 0.78260 6.72003 2.10496  -0.155
C -0.39712 -2.09878 -1.12424  -0.562
H -2.21577 -7.91690 -3.93827  0.373
H -0.87556 -5.20355 -0.06495  0.080
O 0.25959 2.21259 1.09174  -0.510
O -1.29885 -2.31509 -4.27656  -0.507
C 4.11758 4.06638 6.83492  -0.558
H -3.65776 1.75397 3.27024  0.427
C -2.07820 -0.47238 -7.18354  -0.501
Br -0.37919 -5.56269 -2.96353  -0.074
H 0.58239 1.79429 -5.53246  0.404
C -3.33745 3.42615 1.93018  -0.401
O 3.79023 5.37781 3.59305  -0.539
Br -0.11689 -6.31063 3.54594  -0.149
O 0.71452 0.81749 2.66350  -0.484
H -0.03129 -0.28671 -4.48539  0.485
H -0.51435 5.80590 0.12086  0.370
C -0.87903 0.10968 -0.31828  0.039
H 1.23054 4.03848 0.54213  -0.094
H 1.06452 -3.18328 0.06830  0.578
H -0.64927 -2.82384 -1.89036  0.003
Br -0.93067 -10.03653 -3.85919  -0.161
C -0.19172 1.21696 -6.02353  -0.462
C -2.85791 2.21746 2.70206  -0.347
H 1.66548 -1.27939 1.42816  0.454
H 0.68235 -5.67120 0.62833  0.408
C 2.10243 2.36742 5.92323  -0.280
C 0.51839 6.08415 0.28805  -0.626
C -1.74554 0.73982 -7.76327  -0.276
C -0.48436 -0.00622 -5.42493  -0.237
H 2.51699 5.23197 0.21274  0.430
C -0.14091 -7.33260 -3.76272  -0.566
O 4.43032 6.34234 5.40398  -0.574
C -1.11516 -0.90441 -1.24030  -0.741
H 1.30168 1.73343 5.58048  0.381
H -2.26274 1.02246 -8.67360  0.347
H 4.89176 4.75345 7.14204  0.426
C -1.31852 -8.18063 -3.38980  -0.401
Br -4.16249 2.89248 0.25035  -0.174
H 2.39489 1.30594 7.74074  0.371
Br -1.55058 2.81477 4.01133  -0.123
C 2.65939 2.19111 7.17481  -0.617
H -0.56555 -4.23524 2.25408  0.287
C 2.48793 3.45857 5.15434  -0.323
H -2.40869 1.47892 2.04619  0.060

Density functional theory data (ωB97M-V with the def2-TZVPD basis set) for a 2-piece molecular cluster, C26H31FN2O4 overall.

Summary:
- Gap between HOMO and LUMO: 4.74 eV
- Multiplicity: 1

Last column: Mulliken charge in e.
Geometry (Å):
H -6.88247 -1.53119 -1.10478  0.375
C -0.37493 -0.63221 1.53212  0.994
H -5.92437 -2.23012 -2.43097  0.290
C 2.87419 2.94681 -0.38299  0.412
C 3.12128 4.92281 -1.60485  -0.669
H 3.52696 5.85309 -1.17570  0.353
C -6.07799 -1.33436 -1.81751  -1.227
C -0.40807 0.55583 0.73656  -0.732
O 0.44968 -1.06269 -1.56750  -0.723
H 5.56383 3.83619 -2.07769  0.344
C -0.41644 -3.00100 3.06171  0.491
C -4.86719 -1.06435 -0.97447  -0.097
H 2.17189 1.29742 -2.66634  -0.352
F -2.14463 0.36937 -3.26397  -0.405
H 5.38279 2.47911 -0.93101  0.329
C -1.44546 -0.89794 2.44617  -0.426
C -1.63458 0.02034 -2.05044  0.213
H 2.20274 0.22062 1.52137  0.736
H -4.50501 -1.99492 -0.52594  0.262
H -1.84040 -4.05439 5.65635  0.328
C -2.60660 -0.68395 -1.25439  0.428
C 0.63121 -1.64346 1.38845  -1.005
N 3.75766 3.75733 -1.02237  0.107
H 1.21474 -4.98354 3.70918  0.326
C 2.06241 1.06345 0.84483  -0.808
H 1.14721 1.83420 -5.07549  0.307
H 0.99770 4.70594 -2.16468  0.306
H -6.33067 -0.49005 -2.46694  0.305
H 2.88137 1.35596 -4.94583  0.398
H -0.54473 2.91905 -0.47620  0.331
O -3.83677 -0.49197 -1.80674  -0.266
C -0.19873 -0.20563 -2.16342  0.714
C 5.17903 3.54394 -1.08893  -1.081
H -0.16994 -6.00461 3.25764  0.320
H -3.45781 -2.67255 3.68563  0.242
N -0.63273 -4.04597 3.90410  0.041
H 2.07647 -0.40330 -3.23050  0.330
H -5.07543 -0.32698 -0.18278  0.216
O 0.26505 0.64804 -3.10903  -0.242
H -2.26113 -0.17556 2.54934  0.356
C -1.92627 -3.96485 4.56669  -0.649
C 0.71351 1.38813 0.47006  0.928
C -2.46833 -2.57745 4.15632  -0.774
C 0.17842 -5.23392 3.96263  -1.066
C 0.63886 -2.78727 2.16807  -1.723
H 5.73722 4.11406 -0.32875  0.293
H -2.58761 -4.77235 4.21096  0.324
C 1.62041 4.73971 -1.26353  -0.847
H -2.57735 -1.94907 5.05055  0.292
H 1.47036 -3.48597 2.12610  0.183
H -1.39215 0.99804 0.56377  0.483
H 3.26127 4.97581 -2.69075  0.356
H 1.29516 5.60084 -0.65637  0.252
H 4.16689 1.48534 0.52407  0.335
C -1.46692 -2.05540 3.17501  1.182
H 0.15742 -5.66946 4.97161  0.330
H 1.34847 -1.53237 0.57649  0.676
C 1.69008 0.60813 -3.38030  0.509
C 0.48728 2.62652 -0.22097  -0.881
C 3.13486 1.76934 0.32947  -1.382
C 1.84784 1.03757 -4.80943  -1.395
O -2.40671 -1.31961 -0.20874  -0.651
C 1.54741 3.42452 -0.55785  1.063
H 1.65975 0.18094 -5.46707  0.343

- multiplicity of number 2 (C26H31BF4IrN4OS)?
  2